Record 1
ORCA calculation (wB97M-V/def2-TZVPD) on a 4-piece molecular cluster, C27H31NO16S overall.

SMILES string ... CCN[C@H]1[C@@H](CCCO)CCOS1(=O)=O.O=C1C=C(O)C(=O)C=C1O.O=C1C=C(O)C(=O)C=C1O.O=C1C=C(O)C(=O)C=C1O
F_max ... 0.0046 Eh/bohr
Frontier orbital gap ... 0.281 Eh
DFT total energy ... -2704.203151 a.u.
Net charge ... 0

Structure (XYZ):
```
76
Properties=species:S:1:pos:R:3:mulliken_charge:R:1
C 7.301 -4.784 -1.111 -1.1308
C 6.051 -4.451 -0.293 -0.0182
N 6.358 -3.572 0.831 -0.1962
C 6.517 -2.180 0.499 -1.1110
C 5.256 -1.359 0.175 1.1700
C 4.228 -1.328 1.312 -0.9838
C 2.803 -0.976 0.885 -0.3440
C 2.119 -1.916 -0.095 -0.6175
O 2.535 -1.720 -1.453 -0.6134
C 5.646 0.072 -0.266 -0.9995
C 6.992 0.505 0.297 -0.6258
O 7.089 0.084 1.676 -0.3967
S 7.451 -1.458 1.862 1.3035
O 6.859 -1.845 3.104 -0.6698
O 8.849 -1.636 1.626 -0.6796
H 7.078 -4.882 -2.173 0.3315
H 8.056 -4.005 -0.994 0.3186
H 7.757 -5.715 -0.774 0.3065
H 5.625 -5.361 0.128 0.5271
H 5.275 -4.026 -0.948 -0.0238
H 5.733 -3.696 1.614 0.3435
H 7.200 -2.117 -0.352 0.4583
H 4.809 -1.856 -0.685 0.0427
H 4.559 -0.595 2.053 0.3183
H 4.207 -2.285 1.841 0.2782
H 2.180 -0.963 1.784 0.3602
H 2.751 0.037 0.473 0.2184
H 2.272 -2.960 0.204 0.2814
H 1.049 -1.718 -0.064 0.3735
H 3.014 -2.490 -1.755 0.3281
H 4.878 0.764 0.083 0.3476
H 5.679 0.163 -1.355 0.3163
H 7.839 0.095 -0.259 0.3291
H 7.103 1.586 0.316 0.4494
O -0.311 0.415 0.397 -0.6353
C -1.237 0.947 0.988 1.1732
C -1.191 1.414 2.351 -1.1109
C -2.301 1.961 2.869 0.2421
O -2.396 2.422 4.104 -0.5950
C -3.591 2.109 2.076 1.2551
O -4.526 2.615 2.673 -0.7102
C -3.625 1.655 0.710 -0.6784
C -2.519 1.109 0.194 -0.0734
O -2.427 0.643 -1.042 -0.6652
H -0.275 1.303 2.912 0.4763
H -3.315 2.750 4.191 0.3714
H -4.539 1.768 0.145 0.6126
H -1.503 0.325 -1.131 0.3572
O -2.790 4.152 -0.971 -0.6223
C -3.469 4.519 -1.916 1.0934
C -3.683 3.753 -3.119 -1.0950
C -4.460 4.283 -4.077 0.4048
O -4.737 3.689 -5.222 -0.5811
C -5.113 5.651 -3.940 1.0089
O -5.789 6.012 -4.888 -0.6340
C -4.902 6.411 -2.732 -0.9745
C -4.129 5.880 -1.774 0.2985
O -3.859 6.472 -0.624 -0.5834
H -3.218 2.782 -3.207 0.5037
H -5.315 4.312 -5.710 0.3799
H -5.373 7.380 -2.637 0.4343
H -3.278 5.852 -0.136 0.3642
O -8.943 -2.255 0.368 -0.6362
C -7.743 -2.090 0.494 1.0844
C -6.770 -2.227 -0.562 -0.8986
C -5.478 -2.013 -0.268 0.2807
O -4.496 -2.094 -1.148 -0.6054
C -5.006 -1.647 1.131 1.0661
O -3.804 -1.491 1.264 -0.6387
C -5.979 -1.494 2.183 -1.0978
C -7.271 -1.703 1.888 0.3867
O -8.257 -1.599 2.759 -0.5875
H -7.110 -2.490 -1.553 0.4428
H -3.679 -1.865 -0.659 0.3367
H -5.640 -1.220 3.172 0.4732
H -9.074 -1.809 2.259 0.3846
```

Record 2
ORCA calculation (wB97M-V/def2-TZVPD) on C27H32CeClN3O4S2 as an isolated structure at a distorted geometry.

F_max ... 0.0909 Eh/bohr
Frontier orbital gap (alpha / beta) ... 0.159 / 0.160 Eh
⟨S²⟩ ... 0.75
Multiplicity ... 2
DFT total energy ... -3245.020247 a.u.
Net charge ... -1

Structure (XYZ):
```
70
Properties=species:S:1:pos:R:3:mulliken_charge:R:1
Ce 0.364 0.297 -0.512 0.2490
Cl -2.071 -0.294 0.264 -0.5316
N -0.190 -2.450 -0.949 0.3737
N -0.410 2.431 0.540 0.4412
C -0.023 -2.736 -2.217 0.6121
C -0.818 3.256 -0.408 0.6910
C -0.591 -3.742 -0.287 1.4055
C -0.039 -4.771 -1.264 -0.8113
C -2.108 -3.868 -0.218 -1.4206
C -0.009 -3.879 1.111 -1.8968
H -2.548 -3.924 -1.226 0.2767
H -2.536 -3.013 0.318 0.1991
H -2.356 -4.800 0.312 0.4710
H 1.083 -3.811 1.079 0.3921
H -0.292 -4.872 1.497 0.5120
H -0.402 -3.109 1.787 0.2691
C -0.790 3.006 1.865 1.4569
C -1.386 4.357 1.482 -0.7960
C 0.450 3.157 2.734 -1.6036
C -1.802 2.131 2.586 -1.7794
H -2.662 1.922 1.942 0.3883
H -2.152 2.670 3.479 0.4609
H -1.350 1.183 2.907 0.2398
H 1.221 3.710 2.185 0.4048
H 0.841 2.177 3.039 0.1529
H 0.177 3.724 3.635 0.4661
O -1.372 4.380 0.011 -0.4256
H -0.781 5.202 1.838 0.3325
H -2.430 4.493 1.792 0.3303
O 0.082 -4.028 -2.524 -0.4259
H -0.689 -5.633 -1.461 0.2860
H 0.958 -5.119 -0.965 0.3561
C 0.056 -1.715 -3.326 -2.0070
C -0.654 2.995 -1.892 -2.3337
C -1.331 1.731 -2.433 0.2533
H 0.444 2.900 -2.046 0.3414
H -0.985 3.901 -2.419 0.6252
C -0.629 0.556 -2.588 0.6701
C -0.988 -0.618 -3.188 -0.0803
H 2.373 1.477 0.072 0.0478
C -2.348 -0.697 -3.541 1.8082
C -3.165 0.422 -3.296 -1.4173
C -2.861 -2.005 -4.052 -1.6928
C -2.694 1.645 -2.800 1.6383
H -4.229 0.341 -3.530 0.2444
C -3.562 2.840 -2.558 -1.7396
H -4.573 2.677 -2.947 0.4291
H -3.147 3.736 -3.041 0.3392
H -3.640 3.066 -1.481 0.2283
H -2.179 -2.425 -4.802 0.3142
H -3.854 -1.885 -4.505 0.4768
H -2.948 -2.747 -3.239 0.1359
H 0.020 -2.257 -4.278 0.5352
H 1.064 -1.260 -3.217 0.3093
O 1.805 -2.357 3.420 -0.6937
S 1.913 -0.997 2.960 0.9730
O 1.005 -0.013 3.529 -0.7217
N 1.817 -0.799 1.276 -0.0787
C 3.014 -0.489 0.762 0.0626
S 3.074 0.482 -0.740 -0.4101
C 4.080 -0.277 1.704 0.6333
C 5.284 0.423 1.499 -0.7242
C 6.083 0.756 2.587 -0.5359
C 5.623 0.508 3.884 -0.5298
C 4.349 -0.052 4.100 -0.5961
C 3.596 -0.471 3.000 0.0134
H 5.562 0.703 0.485 0.3421
H 7.043 1.250 2.426 0.3464
H 6.263 0.758 4.726 0.3409
H 3.950 -0.146 5.115 0.3759
```

Record 3
ORCA calculation (wB97M-V/def2-TZVPD) on C27H32ClCrN3O5S as an isolated structure at a distorted geometry.

F_max ... 0.0859 Eh/bohr
Frontier orbital gap (alpha / beta) ... 0.191 / 0.128 Eh
⟨S²⟩ ... 4.22
Multiplicity ... 4
DFT total energy ... -3491.464646 a.u.
Net charge ... -1

Structure (XYZ):
```
70
Properties=species:S:1:pos:R:3:mulliken_charge:R:1
Cr -0.400 0.010 0.097 -0.5023
Cl 1.482 -0.089 -1.274 -0.5517
N -0.083 2.040 0.092 1.2504
N -0.120 -2.077 0.252 1.0363
C -0.954 2.890 -0.405 0.6141
C -0.823 -2.899 -0.476 0.6396
C 1.094 2.819 0.550 1.0906
C 0.454 4.182 0.778 -0.7908
C 2.140 2.948 -0.543 -1.3946
C 1.733 2.203 1.775 -1.4426
H 1.683 3.304 -1.475 0.2880
H 2.612 1.980 -0.737 0.2837
H 2.892 3.675 -0.212 0.4411
H 1.007 2.152 2.588 0.2200
H 2.576 2.835 2.082 0.4793
H 2.112 1.198 1.550 -0.0547
C 0.874 -2.848 1.032 1.3569
C 0.678 -4.263 0.494 -0.8122
C 0.559 -2.768 2.517 -1.7636
C 2.288 -2.362 0.797 -1.8869
H 2.499 -2.325 -0.275 0.4771
H 2.983 -3.058 1.282 0.4632
H 2.446 -1.361 1.214 0.0531
H -0.475 -3.086 2.697 0.4130
H 0.688 -1.742 2.886 0.1341
H 1.244 -3.432 3.059 0.5144
O -0.456 -4.171 -0.432 -0.4859
H 0.409 -4.994 1.266 0.2892
H 1.535 -4.625 -0.087 0.3850
O -0.734 4.163 -0.117 -0.4920
H 1.062 5.040 0.473 0.3585
H 0.090 4.299 1.807 0.3161
C -2.115 2.487 -1.254 -1.4598
C -1.990 -2.500 -1.321 -1.3553
C -1.661 -1.235 -2.024 0.0567
H -2.811 -2.322 -0.609 0.1655
H -2.240 -3.326 -1.989 0.4763
C -1.723 0.001 -1.286 0.7114
C -1.731 1.250 -1.997 -0.2103
H -2.089 -0.027 -0.122 0.4685
C -1.215 1.265 -3.279 1.5465
C -0.899 0.048 -3.906 -1.8396
C -0.908 2.571 -3.956 -1.5819
C -1.150 -1.195 -3.308 1.1376
H -0.482 0.071 -4.917 0.1007
C -0.792 -2.474 -4.010 -1.5920
H -0.458 -2.259 -5.030 0.4494
H -1.645 -3.161 -4.063 0.2926
H 0.025 -2.999 -3.489 0.1835
H -1.770 3.248 -3.944 0.2905
H -0.623 2.389 -4.997 0.4500
H -0.070 3.090 -3.465 0.1397
H -2.384 3.322 -1.906 0.4703
H -2.944 2.282 -0.559 0.1902
O -2.692 -2.025 1.629 -0.6823
C -2.399 -1.015 2.289 0.0723
N -1.643 0.076 1.840 0.6140
S -2.156 1.503 2.607 0.8904
O -1.056 2.299 3.089 -0.7432
O -3.180 2.153 1.815 -0.7589
C -2.826 0.598 3.944 0.3694
C -3.232 1.097 5.175 -0.6420
C -3.695 0.174 6.124 -0.5904
C -3.746 -1.202 5.830 -0.5722
C -3.335 -1.681 4.588 -0.5504
C -2.842 -0.755 3.664 -0.1033
H -3.174 2.165 5.362 0.4576
H -4.018 0.532 7.102 0.3687
H -4.111 -1.899 6.583 0.3674
H -3.369 -2.730 4.301 0.4861
```